Version 1
A gas-phase ion, H3O2SSi (charge -1), computed with wB97M-V/def2-TZVPD.

* HOMO-LUMO gap: 7.71 eV
* lowest unoccupied orbital energy: 3.8 eV
* HOMO: -3.9 eV
* net charge: -1

```
7
Properties=species:S:1:pos:R:3:nbo_charge:R:1
O -0.355 0.708 2.012 -1.30
O -1.429 -0.651 -1.780 -1.05
Si 0.382 -0.129 0.955 1.36
S -0.876 0.508 -0.934 0.55
H 0.136 1.008 -1.953 0.00
H 1.812 0.163 0.738 -0.29
H 0.329 -1.608 0.962 -0.28
```

***

Version 2
A gas-phase ion, H3O2SSi (charge -1), computed with wB97M-V/def2-TZVPD.

* HOMO-LUMO gap: 7.56 eV
* lowest unoccupied orbital energy: 3.8 eV
* HOMO: -3.8 eV
* net charge: -1

```
7
Properties=species:S:1:pos:R:3:nbo_charge:R:1
O -1.579 1.237 -0.171 -1.28
O 2.231 0.535 0.472 -1.07
Si -0.892 -0.050 0.260 1.35
S 1.338 -0.272 -0.439 0.54
H 0.694 0.662 -1.220 0.04
H -0.779 -0.754 1.598 -0.27
H -1.014 -1.359 -0.500 -0.31
```

***

Most stable structure: version 2

***

Version 1
C7H13N4O3P in the gas phase, computed with wB97M-V/def2-TZVPD.

* HOMO-LUMO gap: 9.66 eV
* lowest unoccupied orbital energy: 0.7 eV
* SMILES: O=[P@@]12O[C@H]3NCCN3[C@@H]1N1CCN[C@H]1O2
* HOMO: -8.9 eV
* net charge: 0

```
28
Properties=species:S:1:pos:R:3:nbo_charge:R:1
O -0.506 -2.841 1.400 -1.05
P -0.204 -1.784 0.480 2.30
O -1.311 -1.594 -0.649 -0.83
C -1.636 -0.218 -1.026 0.37
N -3.036 0.020 -1.117 -0.63
C -3.423 0.171 0.221 -0.25
C -2.331 1.094 0.803 -0.23
N -1.167 0.759 0.005 -0.46
C 0.018 0.210 0.670 -0.15
N 1.165 0.340 -0.125 -0.51
C 2.225 1.317 0.203 -0.21
C 3.551 0.375 0.174 -0.23
N 3.171 -0.772 -0.704 -0.65
C 1.721 -0.756 -0.801 0.44
O 1.147 -1.899 -0.267 -0.81
H -1.270 0.144 -1.968 0.19
H -3.428 -0.790 -1.693 0.39
H -3.204 -0.782 0.812 0.18
H -4.381 0.694 0.225 0.22
H -2.447 2.222 0.515 0.20
H -2.224 0.898 1.830 0.20
H 0.044 0.649 1.626 0.21
H 1.976 1.783 1.225 0.20
H 2.428 2.089 -0.518 0.20
H 4.531 0.955 -0.210 0.19
H 3.797 0.104 1.159 0.19
H 3.343 -1.732 -0.283 0.39
H 1.453 -0.657 -1.989 0.14
```

***

Version 2
2 unconnected molecules or ions with the total composition C7H13N4O3P, computed with wB97M-V/def2-TZVPD.

* HOMO-LUMO gap: 8.16 eV
* lowest unoccupied orbital energy: -0.2 eV
* HOMO: -8.3 eV
* net charge: 0

```
28
Properties=species:S:1:pos:R:3:nbo_charge:R:1
C -1.546 -0.719 -1.139 0.31
C 1.985 0.394 -0.659 0.41
C -2.987 -0.480 0.496 -0.26
C 1.342 2.130 0.868 -0.28
C -3.253 -1.789 -0.163 -0.26
C 2.184 2.621 -0.317 -0.24
C 0.768 -0.299 1.229 -0.01
N -1.759 0.088 -0.082 -0.57
N 1.114 0.736 0.627 -0.31
N -2.488 -1.618 -1.418 -0.60
N 2.897 1.469 -0.730 -0.63
O 2.319 -2.703 1.318 -1.08
O 2.521 -0.827 -0.387 -0.77
O 0.429 -2.386 -0.455 -1.13
P 1.525 -1.879 0.412 2.33
H -0.782 -0.492 -1.812 0.19
H 1.325 0.359 -1.483 0.17
H -3.896 0.303 0.324 0.18
H -2.739 -0.411 1.607 0.21
H 1.811 2.255 1.939 0.22
H 0.410 2.812 1.015 0.24
H -3.052 -2.658 0.426 0.20
H -4.279 -1.945 -0.387 0.20
H 1.392 2.856 -1.153 0.21
H 2.948 3.565 -0.087 0.25
H 0.353 -0.138 2.136 0.20
H -2.299 -2.411 -2.005 0.41
H 3.756 1.166 -0.119 0.39
```

***

Most stable structure: version 1

***

Version 1
7 unconnected molecules or ions with the total composition C7H25N3O10, computed with wB97M-V/def2-TZVPD.

* HOMO-LUMO gap: 10.11 eV
* lowest unoccupied orbital energy: -0.2 eV
* SMILES: C[N+](=O)[O-].C[N+](=O)[O-].C[N+](=O)[O-].CO.CO.CO.CO
* HOMO: -10.3 eV
* net charge: 0

```
45
Properties=species:S:1:pos:R:3:nbo_charge:R:1
C 0.119 -0.913 -0.042 -0.49
N -1.112 -0.046 -0.061 0.54
O -1.398 0.499 -1.104 -0.37
O -1.713 0.092 0.984 -0.40
H -0.044 -1.538 0.829 0.21
H 0.925 -0.193 0.063 0.25
H 0.114 -1.536 -0.930 0.24
C -3.069 3.431 -0.330 -0.50
N -3.855 3.955 -1.477 0.54
O -4.868 4.591 -1.203 -0.40
O -3.469 3.718 -2.587 -0.36
H -2.881 2.383 -0.538 0.25
H -3.664 3.544 0.568 0.23
H -2.180 4.038 -0.173 0.24
C 2.986 -3.653 -2.646 -0.49
N 1.592 -3.199 -2.930 0.54
O 0.686 -3.820 -2.426 -0.38
O 1.485 -2.235 -3.652 -0.36
H 3.529 -3.635 -3.587 0.24
H 2.979 -4.666 -2.262 0.23
H 3.440 -2.943 -1.963 0.23
C 0.922 3.210 -0.951 -0.26
O 0.809 4.547 -1.354 -0.72
H 0.780 3.075 0.137 0.15
H 0.104 2.603 -1.360 0.18
H 1.859 2.700 -1.183 0.18
H 1.645 4.848 -1.716 0.47
C -4.250 1.722 3.185 -0.25
O -3.769 2.723 4.090 -0.72
H -3.426 1.076 2.878 0.17
H -5.009 1.102 3.675 0.16
H -4.712 2.222 2.342 0.18
H -3.219 2.280 4.740 0.46
C 3.716 -0.745 0.314 -0.25
O 3.173 0.558 0.220 -0.73
H 2.935 -1.514 0.356 0.16
H 4.288 -0.924 -0.597 0.18
H 4.374 -0.852 1.176 0.18
H 2.990 0.908 1.096 0.47
C 1.277 -4.852 1.197 -0.26
O 1.507 -3.773 2.098 -0.73
H 2.201 -5.428 1.150 0.18
H 0.471 -5.511 1.526 0.17
H 1.059 -4.520 0.174 0.17
H 0.674 -3.328 2.274 0.46
```

***

Version 2
7 unconnected molecules or ions with the total composition C7H25N3O10, computed with wB97M-V/def2-TZVPD.

* HOMO-LUMO gap: 9.83 eV
* lowest unoccupied orbital energy: -0.2 eV
* SMILES: C[N+](=O)[O-].C[N+](=O)[O-].C[N+](=O)[O-].CO.CO.CO.CO
* HOMO: -10.1 eV
* net charge: 0

```
45
Properties=species:S:1:pos:R:3:nbo_charge:R:1
C 4.753 0.079 0.642 -0.50
N 6.058 -0.049 -0.059 0.54
O 6.232 -1.039 -0.734 -0.39
O 6.867 0.843 0.087 -0.37
H 4.598 1.124 0.874 0.23
H 4.813 -0.543 1.531 0.24
H 3.996 -0.311 -0.036 0.25
C -3.431 0.140 1.945 -0.49
N -4.549 0.929 1.422 0.53
O -4.391 2.114 1.257 -0.38
O -5.578 0.343 1.157 -0.38
H -3.841 -0.772 2.372 0.23
H -2.982 0.696 2.764 0.24
H -2.784 -0.133 1.119 0.24
C 0.617 0.944 -1.004 -0.49
N 0.071 0.985 0.365 0.54
O -0.275 -0.052 0.894 -0.42
O -0.059 2.082 0.864 -0.36
H 0.314 1.848 -1.516 0.25
H 0.228 0.055 -1.490 0.23
H 1.700 0.846 -1.003 0.25
C 3.378 -2.793 -1.584 -0.25
O 2.459 -1.757 -1.330 -0.77
H 4.357 -2.362 -1.776 0.20
H 3.447 -3.494 -0.750 0.16
H 3.125 -3.347 -2.495 0.16
H 1.560 -2.114 -1.195 0.50
C -3.101 1.124 -2.614 -0.25
O -1.825 1.486 -3.088 -0.73
H -3.109 0.184 -2.051 0.15
H -3.482 1.929 -1.992 0.20
H -3.807 0.988 -3.443 0.17
H -1.376 0.787 -3.566 0.47
C -1.821 3.622 3.047 -0.25
O -2.595 4.515 3.845 -0.72
H -2.359 3.334 2.138 0.18
H -0.932 4.145 2.706 0.19
H -1.572 2.702 3.584 0.15
H -3.390 4.037 4.100 0.46
C -0.085 -4.181 -0.813 -0.26
O -0.149 -2.835 -1.273 -0.74
H 0.519 -4.251 0.099 0.17
H -1.081 -4.586 -0.620 0.18
H 0.378 -4.844 -1.544 0.19
H -0.894 -2.413 -0.838 0.48
```

***

Most stable structure: version 2

***

Version 1
2 unconnected molecules or ions with the total composition C2H8S2, computed with wB97M-V/def2-TZVPD.

* HOMO-LUMO gap: 9.48 eV
* lowest unoccupied orbital energy: 0.7 eV
* SMILES: CS.CS
* HOMO: -8.8 eV
* net charge: 0

```
12
Properties=species:S:1:pos:R:3:nbo_charge:R:1
C -2.465 0.004 1.608 -0.67
S -1.240 0.795 0.284 -0.17
H -3.256 -0.704 1.078 0.23
H -2.981 0.925 1.987 0.23
H -1.885 -0.585 2.353 0.24
H -1.813 1.338 -0.805 0.15
C 2.506 -0.557 -0.775 -0.74
S 1.893 -0.101 -2.425 -0.04
H 1.949 -0.018 -0.005 0.23
H 3.625 -0.349 -0.710 0.21
H 2.413 -1.683 -0.622 0.22
H 1.255 0.936 -1.969 0.11
```

***

Version 2
2 unconnected molecules or ions with the total composition C2H8S2, computed with wB97M-V/def2-TZVPD.

* HOMO-LUMO gap: 9.70 eV
* lowest unoccupied orbital energy: 0.7 eV
* SMILES: CCS.S
* HOMO: -9.0 eV
* net charge: 0

```
12
Properties=species:S:1:pos:R:3:nbo_charge:R:1
C -0.086 1.282 0.138 -0.62
C -0.951 0.310 -0.638 -0.50
S -1.858 -0.946 0.357 -0.05
H -0.642 1.833 0.892 0.21
H 0.807 0.834 0.570 0.22
H 0.326 2.004 -0.579 0.21
H -0.339 -0.295 -1.308 0.21
H -1.700 0.806 -1.250 0.21
H -2.397 -0.011 1.159 0.11
S 1.728 -1.975 0.505 -0.28
H 2.256 -1.101 -0.351 0.13
H 2.856 -2.741 0.506 0.15
```

***

Most stable structure: version 2

***

Version 1
C4H7NO4 in the gas phase, computed with wB97M-V/def2-TZVPD.

* HOMO-LUMO gap: 9.44 eV
* lowest unoccupied orbital energy: -0.1 eV
* SMILES: CC(=O)C(=O)C(N)(O)O
* HOMO: -9.5 eV
* net charge: 0

```
16
Properties=species:S:1:pos:R:3:nbo_charge:R:1
C -2.387 -0.331 -0.105 -0.72
C -1.241 0.593 -0.361 0.52
O -1.089 1.261 -1.367 -0.53
C -0.155 0.491 0.668 0.47
O -0.206 0.731 1.841 -0.49
C 1.193 -0.052 -0.038 0.55
N 2.241 -0.239 0.903 -0.86
O 0.794 -1.279 -0.582 -0.74
O 1.585 0.854 -1.005 -0.72
H -3.169 -0.178 -0.842 0.24
H -2.035 -1.360 -0.154 0.26
H -2.771 -0.156 0.901 0.25
H 2.972 0.446 0.763 0.39
H 1.895 -0.182 1.856 0.39
H 1.567 -1.731 -0.940 0.49
H 0.807 1.132 -1.539 0.51
```

***

Version 2
C4H7NO4 in the gas phase, computed with wB97M-V/def2-TZVPD.

* HOMO-LUMO gap: 10.20 eV
* lowest unoccupied orbital energy: 0.0 eV
* SMILES: N[C@@H](CC(=O)O)C(=O)O
* HOMO: -10.2 eV
* net charge: 0

```
16
Properties=species:S:1:pos:R:3:nbo_charge:R:1
N 0.288 1.558 0.157 -0.86
C 0.485 0.072 0.482 -0.15
C -0.732 -0.817 -0.012 -0.55
C -2.122 -0.258 -0.028 0.78
O -3.062 -0.779 0.469 -0.55
O -2.194 0.986 -0.709 -0.75
C 1.860 -0.343 -0.024 0.76
O 2.148 -1.480 -0.427 -0.57
O 2.857 0.623 0.147 -0.68
H 0.998 1.816 -0.663 0.41
H 0.364 2.128 1.043 0.41
H 0.580 0.045 1.531 0.23
H -0.764 -1.864 0.489 0.26
H -0.568 -1.134 -1.144 0.26
H -1.150 1.395 -0.590 0.50
H 3.588 -0.017 -0.111 0.51
```

***

Most stable structure: version 1

***

Version 1
2 unconnected molecules or ions with the total composition C4H7NO4, computed with wB97M-V/def2-TZVPD.

* HOMO-LUMO gap: 9.18 eV
* lowest unoccupied orbital energy: 0.3 eV
* HOMO: -8.9 eV
* net charge: 0

```
16
Properties=species:S:1:pos:R:3:nbo_charge:R:1
C -0.168 0.427 -0.002 0.15
C -1.296 -1.290 -0.017 0.86
C 2.168 -0.494 -0.281 -0.59
C 1.249 0.417 0.529 -0.47
N -0.960 1.386 0.081 0.27
O -0.689 2.638 0.151 -0.58
O -2.359 1.172 0.077 -0.55
O -1.601 -1.729 1.003 -0.55
O -1.462 -1.699 -1.210 -0.67
H 3.050 -0.653 0.249 0.22
H 2.258 0.011 -1.176 0.21
H 1.630 -1.418 -0.545 0.20
H 1.576 1.420 0.571 0.24
H 1.066 0.265 1.576 0.23
H -2.620 2.144 0.242 0.50
H -1.841 -2.598 -1.247 0.50
```

***

Version 2
C4H7NO4 in the gas phase, computed with wB97M-V/def2-TZVPD.

* HOMO-LUMO gap (alpha / beta): 7.47 / 7.47 eV
* lowest unoccupied orbital energy (alpha / beta): -0.3 / -0.3 eV
* HOMO (alpha / beta): -7.8 / -7.8 eV
* net charge: 0

```
16
Properties=species:S:1:pos:R:3:nbo_charge:R:1
C -0.470 0.313 -1.787 -0.75
C 1.389 0.461 0.362 0.79
C -0.289 0.877 -0.393 0.42
O 1.507 1.273 1.463 -0.73
O 2.155 0.454 -0.583 -0.67
O -0.894 1.840 0.011 -0.57
H 1.866 2.117 1.154 0.50
H 0.169 -0.547 -1.981 0.23
H -0.224 1.084 -2.519 0.25
H -1.516 0.032 -1.923 0.22
N -1.071 -1.795 0.846 -0.73
C -0.249 -0.798 1.166 0.52
O 1.037 -0.977 1.003 -0.55
H -2.052 -1.753 1.070 0.42
H -0.727 -2.552 0.274 0.42
H -0.631 -0.029 1.837 0.22
```

***

Most stable structure: version 2